Record 1
One molecule with the formula C3H5BrS at a distorted geometry. Source: the OMol25 dataset; level of theory: wB97M-V/def2-TZVPD.

Structure (ORCA input):
```
! RIJCOSX wB97M-V def2-TZVPD def2/J DEFGRID3
* xyz 0 1
C 0.30813 1.90726 -0.13181
C -0.45156 -1.98432 -0.29394
C 0.06833 0.64978 -0.50982
S -1.01455 -0.48852 0.28921
Br -0.09595 -0.13675 2.54014
H 0.02373 2.35963 0.70523
H 0.98809 2.46624 -0.73292
H 0.63886 -2.07756 -0.68353
H -0.87823 -2.92216 0.22155
H 0.41316 0.22641 -1.40411
*
```

Summary:
M = 153.044 g mol⁻¹
ΔE to the lowest compared entry with this formula, charge and spin = 234.47 kJ/mol
LUMO level (alpha / beta) = -0.9 / -0.9 eV
E = -84066.8479 eV
Maximum force = 0.087 hartree/bohr

=====

Record 2
A 4-piece molecular cluster, C39H71Cl2N4O9 overall at a distorted geometry. Source: the OMol25 dataset; level of theory: wB97M-V/def2-TZVPD.

Structure (ORCA input):
```
! RIJCOSX wB97M-V def2-TZVPD def2/J DEFGRID3
* xyz 1 1
C -1.82512 -3.39637 6.40906
C -1.58902 -2.01760 6.13728
C -0.90348 -0.58994 5.61208
C -0.37706 0.48294 6.75174
C -0.11019 1.85385 5.83131
C 1.47595 1.94310 5.43364
C 1.84056 1.47650 3.90288
C 3.23016 2.22637 3.46992
C 4.43141 1.24537 2.95054
O 4.00683 -0.06674 2.44481
C 3.72946 0.00900 0.99854
O 3.95595 -1.02269 0.17211
C -0.77628 3.08362 6.74488
O -0.16681 4.39946 6.45746
C -0.41594 4.83341 5.07340
C 0.83874 4.99754 3.98188
C 0.61328 5.51856 2.41486
C -0.89338 5.94112 1.82466
C -2.14201 5.77506 2.90925
C -1.91424 5.24436 4.47585
C -1.23937 1.51395 4.69361
N -1.66762 0.19523 4.54668
C -2.69342 -0.29889 3.55108
Cl -4.25255 0.70232 3.87744
C -2.28815 -0.09728 1.97534
C -3.55398 -0.29679 0.93093
Cl -1.05315 -1.46492 1.56973
H -1.79545 -4.54997 6.69906
H 0.10499 -0.87207 5.04140
H -1.22208 0.78293 7.52828
H 0.53185 0.08831 7.38051
H 2.04150 1.17629 6.15294
H 1.91588 3.00905 5.73246
H 1.02550 1.79276 3.09412
H 1.87602 0.30728 3.89882
H 2.94801 3.05334 2.65711
H 3.63733 2.84641 4.40009
H 5.27887 1.18987 3.78861
H 4.95560 1.80036 2.03351
H 3.28293 1.01808 0.59359
H -1.95226 3.10769 6.68656
H -0.49626 2.84070 7.87898
H 1.95230 4.74738 4.27069
H 1.53876 5.60674 1.70268
H -1.05904 6.34696 0.71998
H -3.22212 6.07389 2.49913
H -2.86380 5.19335 5.17652
H -1.76695 2.21090 3.89502
H -3.00440 -1.42475 3.71051
H -1.83099 0.97463 1.85221
H -4.52327 -0.72255 1.42932
H -3.75653 0.77001 0.45602
H -3.27737 -1.04717 0.04799
C -0.83873 -0.66258 -1.95094
O 0.26740 0.19706 -2.19470
C 1.50692 -0.31651 -1.69009
C 2.43263 -0.74364 -2.84272
N 1.93396 -1.94323 -3.51565
C 2.60060 -2.23426 -4.79032
C 2.48021 -1.18515 -5.91432
O 1.16195 -1.04736 -6.44749
C 0.30799 -0.19527 -5.69718
H -1.75421 -0.11414 -2.18936
H -0.79525 -1.54287 -2.59679
H -0.88105 -0.96909 -0.90213
H 1.35664 -1.12936 -0.97064
H 1.98694 0.51061 -1.15459
H 3.43320 -0.94295 -2.44466
H 2.49915 0.09969 -3.53643
H 0.94329 -1.83597 -3.69723
H 2.17056 -3.17366 -5.15882
H 3.66067 -2.43074 -4.59471
H 3.09906 -1.53863 -6.74715
H 2.89213 -0.21069 -5.63153
H 0.84846 0.63115 -5.22689
H -0.23317 -0.77731 -4.94965
H -0.43793 0.22560 -6.37681
C -11.15412 -1.73076 3.47687
O -10.06130 -2.63428 3.58319
C -10.13459 -3.72476 2.65569
C -9.05811 -3.58902 1.56449
N -9.35252 -2.48193 0.65445
C -8.23436 -2.11588 -0.22285
C -6.93571 -1.62050 0.44544
O -7.05729 -0.35250 1.09233
C -7.59372 -0.40952 2.40658
H -11.11962 -1.05344 4.33466
H -11.07250 -1.12886 2.56860
H -12.11093 -2.25998 3.49092
H -11.13565 -3.83496 2.22367
H -9.92455 -4.63304 3.23210
H -9.00651 -4.52178 0.99299
H -8.09920 -3.44072 2.06984
H -9.60714 -1.66446 1.19556
H -8.60199 -1.31680 -0.87824
H -8.00227 -2.96933 -0.86965
H -6.20190 -1.47318 -0.35540
H -6.49473 -2.36302 1.11881
H -7.30786 -1.32244 2.93678
H -8.67952 -0.30930 2.36877
H -7.21249 0.44716 2.96889
C 9.98618 -1.67795 -5.04458
O 9.88422 -0.55165 -5.90654
C 9.83350 -0.90296 -7.29534
C 8.43255 -0.64136 -7.87572
N 7.44917 -1.59057 -7.35372
C 6.05633 -1.22359 -7.63515
C 5.53577 0.10420 -7.04822
O 5.42125 0.10957 -5.62417
C 6.63083 0.39509 -4.93592
H 10.21274 -1.31594 -4.03792
H 9.03883 -2.22077 -5.00234
H 10.78911 -2.34964 -5.36064
H 10.15845 -1.93414 -7.47423
H 10.54380 -0.24229 -7.80555
H 8.47387 -0.72812 -8.96662
H 8.16187 0.38773 -7.62162
H 7.55730 -1.66387 -6.34931
H 5.43446 -2.03471 -7.23693
H 5.90745 -1.21906 -8.72070
H 4.51592 0.24098 -7.42602
H 6.10108 0.97406 -7.39895
H 7.26991 1.09357 -5.48360
H 7.16529 -0.53236 -4.72469
H 6.37775 0.84540 -3.97229
*
```

Summary:
M = 810.922 g mol⁻¹
LUMO level = -4.7 eV
E = -90995.4747 eV
Maximum force = 0.199 hartree/bohr

=====

Record 3
A 11-piece molecular cluster, C22H66O11S11 overall at a distorted geometry. Source: the OMol25 dataset; level of theory: wB97M-V/def2-TZVPD.

Structure (ORCA input):
```
! RIJCOSX wB97M-V def2-TZVPD def2/J DEFGRID3
* xyz 0 1
C -1.18687 7.91476 0.75568
S 0.33114 7.03791 0.36662
O 1.34881 7.43474 1.35950
C -0.23692 5.43139 0.92820
H -1.61153 7.59676 1.70523
H -1.87960 7.77346 -0.07481
H -0.92871 8.97207 0.80487
H -0.29233 5.47212 2.01491
H 0.52048 4.70243 0.63988
H -1.17873 5.16686 0.44678
C 5.82888 -0.70096 0.76157
S 5.89679 0.06868 -0.84548
O 7.32393 -0.03244 -1.21570
C 5.04228 -1.20327 -1.74044
H 6.25453 0.00610 1.47395
H 6.49950 -1.56122 0.71460
H 4.83271 -1.00347 1.08108
H 4.80473 -0.83007 -2.73797
H 4.11253 -1.46066 -1.23301
H 5.65870 -2.09430 -1.85487
C -0.19427 -5.27104 1.66587
S 1.39434 -5.57315 0.88389
O 1.56437 -4.52028 -0.14773
C 0.88937 -7.05815 0.02286
H -0.84295 -4.82716 0.90583
H -0.11262 -4.63791 2.54623
H -0.63551 -6.21254 1.99749
H 1.62440 -7.19372 -0.77187
H -0.04518 -6.87224 -0.51186
H 0.84212 -7.89015 0.71633
C 1.02945 -0.94849 -0.70748
S 1.18134 0.35986 0.46648
O 2.52731 0.96196 0.26686
C 0.07144 1.50821 -0.31021
H 0.03986 -1.08046 -1.14446
H 1.40288 -1.89022 -0.30252
H 1.70930 -0.70514 -1.53015
H 0.53804 1.88574 -1.22409
H -0.20227 2.31680 0.36556
H -0.86772 1.05949 -0.64933
C 0.92109 -6.08196 -3.55278
S 0.91282 -4.58524 -4.52946
O 2.29182 -4.37790 -5.05494
C 0.75367 -3.45248 -3.16140
H 0.15084 -5.94342 -2.78766
H 1.87895 -6.14767 -3.03468
H 0.68880 -6.99605 -4.08992
H 0.24407 -3.86714 -2.29526
H 0.26657 -2.54897 -3.52646
H 1.75540 -3.17967 -2.82480
C -3.58306 -2.20884 -1.84050
S -2.88808 -3.49964 -2.83923
O -2.86464 -4.74557 -2.03384
C -4.27369 -3.61562 -3.96658
H -4.50311 -2.57587 -1.38617
H -3.77846 -1.34711 -2.47812
H -2.84978 -1.93603 -1.08859
H -4.17175 -4.53921 -4.52645
H -4.33414 -2.71942 -4.57916
H -5.17165 -3.67771 -3.34512
C 1.56803 2.81406 3.18298
S -0.06142 2.62309 3.89502
O -0.74387 1.65946 2.99123
C 0.50291 1.65231 5.28513
H 1.43331 3.34275 2.24163
H 1.97369 1.82034 3.00103
H 2.21390 3.40081 3.83480
H 1.01131 0.76289 4.92599
H -0.33461 1.43647 5.94709
H 1.17146 2.28118 5.88120
C 6.13904 5.13848 1.41605
S 6.38215 3.41049 1.87716
O 6.57246 3.41506 3.35382
C 4.74194 2.81565 1.58156
H 5.28468 5.31638 0.76430
H 7.05825 5.48548 0.95056
H 5.96076 5.68572 2.34199
H 3.99918 3.26082 2.24024
H 4.72578 1.73712 1.73912
H 4.48961 2.92008 0.52448
C -3.17182 1.60538 -2.66702
S -1.73218 1.08453 -3.58044
O -1.44008 -0.31743 -3.21785
C -2.55469 0.98146 -5.16386
H -3.85150 0.76472 -2.52813
H -3.60952 2.44332 -3.21078
H -2.90495 1.96860 -1.67706
H -3.42861 0.33742 -5.11179
H -1.80100 0.62355 -5.86324
H -2.82613 1.98582 -5.49769
C -4.33065 2.46183 0.93922
S -5.61233 1.67411 -0.02193
O -5.14403 0.34683 -0.47308
C -6.72852 1.42320 1.38040
H -4.68466 3.47885 1.12708
H -3.40331 2.52405 0.37820
H -4.16471 1.93296 1.87379
H -7.03221 2.42042 1.69356
H -6.17976 0.89174 2.15227
H -7.55470 0.84193 0.98616
C -2.88603 -1.10872 2.49454
S -1.79950 -2.50628 2.82669
O -1.53385 -3.14493 1.50900
C -0.39473 -1.50004 3.26113
H -3.54064 -0.91977 3.34850
H -3.45407 -1.36740 1.60217
H -2.32355 -0.19301 2.30630
H -0.74287 -0.98053 4.16450
H -0.23726 -0.69258 2.54506
H 0.47965 -2.09550 3.50173
*
```

Summary:
M = 859.496 g mol⁻¹
ΔE to the lowest compared entry with this formula, charge and spin = 122.07 kJ/mol
LUMO level = -0.3 eV
E = -165585.1043 eV
Maximum force = 0.027 hartree/bohr